Below is the molecule C16H20N2O5S2 at a distorted geometry, with properties calculated with ωB97M-V with the def2-TZVPD basis set.

Last column: Löwdin charge in e.
Geometry (Å):
C (4.803504, 3.710600, 0.148924)  -0.06
C (4.374005, 2.484718, 0.942379)  -0.20
O (4.346689, 1.307995, 0.131549)  0.00
C (3.273369, 1.123118, -0.619496)  -0.51
O (2.394926, 1.936979, -0.776094)  0.08
C (3.319293, -0.205151, -1.368946)  -0.18
C (4.126530, -1.273867, -0.619279)  -0.14
C (3.669113, -2.666566, -1.045695)  -0.16
C (2.210228, -2.882156, -0.620144)  -0.18
N (1.452082, -1.641430, -0.617126)  -0.23
S (1.144351, -0.962247, 0.881267)  0.65
O (0.878020, -2.036496, 1.788226)  -0.28
O (2.111984, 0.021903, 1.282546)  -0.25
C (-0.370050, -0.119758, 0.533986)  -0.59
C (-0.545204, 1.198936, 0.228206)  -0.12
C (-1.891414, 1.514305, -0.011691)  -0.08
C (-2.719628, 0.423763, 0.114809)  -0.42
C (-4.141011, 0.387598, -0.057521)  -0.29
C (-5.056846, 1.370247, -0.352999)  0.05
C (-6.296061, 0.685093, -0.382702)  -0.35
C (-7.640856, 1.248375, -0.653835)  -0.03
N (-6.113503, -0.585178, -0.127421)  0.10
O (-4.792474, -0.783017, 0.075048)  -0.01
S (-1.834190, -1.011173, 0.536619)  1.15
C (1.881672, -0.697888, -1.619226)  -0.14
H (4.076057, 3.922204, -0.630448)  0.07
H (5.775058, 3.541175, -0.309514)  0.08
H (4.869316, 4.568070, 0.812552)  0.08
H (3.377699, 2.628324, 1.370528)  0.12
H (5.087889, 2.258445, 1.736623)  0.13
H (3.787991, 0.009170, -2.336457)  0.16
H (5.190763, -1.140952, -0.813971)  0.12
H (3.963726, -1.154871, 0.452757)  0.11
H (3.762482, -2.762742, -2.129790)  0.11
H (4.298982, -3.427891, -0.585862)  0.11
H (1.708138, -3.584990, -1.294657)  0.13
H (2.148691, -3.277002, 0.394401)  0.11
H (0.274370, 1.892460, 0.170126)  0.11
H (-2.239536, 2.497930, -0.266781)  0.12
H (-4.879245, 2.410853, -0.520130)  0.11
H (-8.381790, 0.456286, -0.608212)  0.08
H (-7.662207, 1.708643, -1.640140)  0.08
H (-7.881867, 2.012370, 0.083295)  0.08
H (1.799051, -1.191652, -2.590517)  0.14
H (1.199589, 0.155172, -1.602119)  0.12

Atoms 1-3, force components in eV/Å:
-0.1 -0.4 0.0
-0.1 0.5 0.2
0.3 -0.2 0.0

Summary:
Relative energy (zero: lowest compared OMol25 entry of this formula, charge and spin): 24.5 kcal/mol
F_max: 1.50 eV Å⁻¹
Energy: -1903.7373 a.u.
Spin multiplicity: 1
Frontier orbital gap: 8.5 eV
Lowest unoccupied orbital energy: -0.2 eV
HOMO: -8.67 eV